No. 1
30
Properties=species:S:1:pos:R:3:forces:R:3:nbo_charge:R:1 method="wB97M-V/def2-TZVPD" smiles="CCOCc1cccc2c1C(=O)C=C(N)C2=O" total_charge=0 total_energy_ev=-21309.77333 gap_ha=0.269 relative_energy_ev=15.166
C 4.564 -1.364 0.726 -0.75 -0.21 -0.88 -0.665
C 3.946 -0.187 -0.271 0.56 0.52 0.42 -0.089
O 2.960 -0.739 -1.243 -0.70 0.60 2.76 -0.551
C 1.677 -0.996 -0.570 -1.21 -0.29 -0.56 -0.130
C 0.683 0.317 -0.473 -2.10 2.47 0.60 0.025
C 1.128 1.847 -0.982 -4.48 -0.74 1.81 -0.234
C 0.007 3.070 -0.808 -0.65 -3.22 0.82 -0.198
C -1.499 2.858 -0.166 2.71 -3.48 -0.36 -0.214
C -1.895 1.341 0.314 2.23 0.12 -1.16 -0.090
C -0.827 0.062 0.169 0.67 3.00 -1.00 -0.125
C -1.370 -1.444 0.657 2.01 -2.50 2.23 0.525
O -0.588 -2.349 1.277 -4.73 5.57 -4.20 -0.539
C -2.991 -1.711 0.343 -0.84 3.91 0.67 -0.338
C -3.959 -0.550 0.478 2.35 -3.38 -0.86 0.135
N -5.441 -0.811 0.137 3.37 0.46 -1.32 -0.786
C -3.400 0.959 0.936 -1.90 2.89 2.91 0.502
O -4.078 1.778 1.764 4.21 -5.25 -5.57 -0.497
H 4.858 -2.260 0.008 -0.27 1.92 1.63 0.225
H 3.740 -1.806 1.457 1.76 1.18 -1.47 0.218
H 5.469 -0.950 1.346 -1.77 -0.89 -1.31 0.228
H 4.798 0.308 -0.936 -1.76 -1.28 1.43 0.201
H 3.461 0.701 0.359 0.90 -1.97 -1.26 0.183
H 1.774 -1.481 0.496 -0.06 1.13 -2.08 0.231
H 1.099 -1.788 -1.247 1.30 1.72 1.43 0.224
H 2.186 2.048 -1.474 -2.60 -0.55 1.21 0.261
H 0.306 4.144 -1.195 -0.71 -2.48 0.93 0.238
H -2.278 3.759 -0.091 1.99 -2.34 -0.12 0.267
H -3.328 -2.781 -0.009 0.74 2.37 0.98 0.251
H -5.412 -1.785 -0.289 -0.15 1.49 0.85 0.368
H -5.590 -0.190 -0.715 -0.10 -0.76 1.47 0.374



No. 2
172
Properties=species:S:1:pos:R:3:forces:R:3:mulliken_charge:R:1 method="wB97M-V/def2-TZVPD" smiles="COP(=O)(OC)OC.COP(=O)(OC)OC.COP(=O)(OC)OC.COP(=O)(OC)OC.COP(=O)(OC)OC.COP(=O)(OC)OC.O=S1(=O)CCCC1.O=S1(=O)CCCC1.c1cc[nH]c1.c1cc[nH]c1.c1cc[nH]c1.c1cc[nH]c1" total_charge=0 total_energy_ev=-185712.84343 gap_ha=0.306
C 14.035 -2.878 4.068 -0.35 -3.08 -1.61 -0.721
O 14.734 -2.118 4.973 0.66 1.26 1.45 -0.318
P 13.921 -1.290 6.038 -1.18 0.53 1.22 1.085
O 12.865 -0.421 5.444 1.33 -0.71 0.99 -0.675
O 13.329 -2.433 7.072 0.87 1.46 -1.62 -0.281
C 12.610 -2.079 8.250 -0.23 -0.55 0.59 -0.675
O 15.115 -0.590 6.904 -1.66 -1.73 -1.07 -0.304
C 15.108 0.798 7.046 0.73 1.79 -0.60 -0.713
H 14.558 -3.831 4.000 0.15 -0.27 0.28 0.286
H 14.079 -2.593 3.017 -0.26 1.11 0.27 0.289
H 13.032 -3.180 4.370 -0.16 0.62 0.02 0.312
H 12.244 -3.045 8.596 0.08 0.16 0.35 0.257
H 11.732 -1.438 8.165 0.11 0.14 -0.85 0.314
H 13.248 -1.617 9.004 0.28 -0.16 -0.07 0.278
H 14.342 1.312 6.464 -0.61 -0.35 0.42 0.343
H 16.000 1.198 6.565 0.45 -0.13 0.33 0.270
H 15.110 1.082 8.098 -0.19 -0.08 -0.09 0.254
C 18.600 17.076 15.440 -0.13 1.99 1.13 -0.738
O 18.123 15.874 15.969 -0.78 -1.80 0.33 -0.293
P 18.719 14.481 15.525 0.44 -1.26 0.29 1.015
O 20.193 14.475 15.575 -1.08 -0.45 -0.53 -0.681
O 17.985 13.400 16.527 0.32 2.31 -1.17 -0.300
C 18.003 12.003 16.360 0.10 -1.36 -0.06 -0.676
O 18.058 14.214 14.065 1.32 -0.17 1.10 -0.301
C 16.857 14.819 13.690 -1.50 0.94 -0.02 -0.717
H 18.901 17.644 16.321 0.53 0.12 -0.08 0.283
H 17.733 17.652 15.115 0.06 -0.20 -0.72 0.291
H 19.433 17.074 14.737 -0.26 -0.58 -0.09 0.341
H 18.500 11.549 17.217 0.08 0.15 0.00 0.285
H 18.473 11.602 15.462 0.41 0.61 -0.17 0.311
H 17.004 11.570 16.312 -0.32 0.53 0.21 0.260
H 16.185 14.090 13.237 0.26 0.02 -0.18 0.297
H 17.000 15.690 13.050 0.45 -0.36 -0.61 0.298
H 16.304 15.297 14.499 0.07 -0.49 0.57 0.324
C 2.387 5.745 16.874 -0.63 1.20 0.25 -0.730
O 3.239 4.635 16.718 0.26 -1.59 0.60 -0.157
P 2.621 3.187 17.111 -1.05 -0.41 1.16 0.937
O 1.735 3.211 18.329 1.49 0.02 -2.51 -0.681
O 1.885 2.672 15.736 1.61 -0.55 2.04 -0.343
C 2.675 2.181 14.622 -1.11 0.14 -0.98 -0.592
O 3.935 2.245 17.272 -2.51 0.62 -2.93 -0.251
C 4.712 2.265 18.385 1.67 0.61 2.56 -0.706
H 2.968 6.660 16.764 0.13 -0.20 -0.75 0.247
H 1.970 5.904 17.869 -0.04 -0.86 0.23 0.313
H 1.559 5.656 16.171 0.05 0.38 -0.11 0.319
H 3.621 1.675 14.812 0.27 0.99 0.57 0.286
H 2.620 3.023 13.932 1.12 -0.11 -0.16 0.254
H 2.152 1.390 14.085 -0.75 -0.02 0.46 0.264
H 4.563 3.168 18.977 -0.22 0.04 0.15 0.301
H 5.775 2.287 18.145 -0.01 -0.18 -0.45 0.275
H 4.549 1.411 19.042 -0.26 -0.10 -0.14 0.263
C 18.698 9.493 8.071 0.31 -0.96 0.58 -0.682
O 18.762 10.265 6.911 -0.19 0.91 -3.15 -0.306
P 18.926 9.601 5.408 -1.70 -2.12 1.35 0.975
O 17.954 8.472 5.111 1.97 2.71 0.43 -0.671
O 20.401 9.041 5.535 -0.42 0.02 -1.01 -0.296
C 21.550 9.848 5.712 0.73 -0.16 1.03 -0.677
O 18.957 10.837 4.371 -0.45 -0.61 0.88 -0.277
C 17.879 10.818 3.391 -0.14 -0.49 -0.40 -0.630
H 18.776 8.422 7.887 -0.30 -0.09 -0.28 0.323
H 17.754 9.706 8.573 0.22 0.00 0.19 0.256
H 19.579 9.718 8.672 -0.24 0.32 0.32 0.261
H 21.953 9.586 6.690 0.09 -0.01 0.11 0.279
H 21.362 10.921 5.765 -0.15 -0.05 -0.52 0.321
H 22.311 9.551 4.992 -0.25 0.35 -0.24 0.268
H 17.896 11.687 2.733 0.50 0.22 0.51 0.247
H 16.900 10.760 3.867 0.17 -0.01 0.10 0.302
H 18.021 9.942 2.758 -0.16 -0.02 0.09 0.309
C 8.419 -6.987 14.058 -0.09 -2.20 -1.87 -0.648
O 8.605 -5.757 14.602 -1.41 3.76 2.06 -0.317
P 7.311 -4.748 14.853 0.62 -0.33 0.25 0.989
O 6.766 -4.141 13.641 0.33 0.05 -0.14 -0.630
O 7.833 -3.671 15.963 -0.81 -2.16 -1.00 -0.275
C 8.942 -2.944 15.500 0.51 1.42 -0.59 -0.705
O 6.225 -5.615 15.639 1.86 0.77 -0.10 -0.269
C 5.216 -4.923 16.356 -1.65 -0.45 0.50 -0.676
H 8.960 -7.751 14.617 -0.50 -0.04 0.48 0.238
H 8.882 -7.051 13.073 0.06 0.33 -0.27 0.266
H 7.365 -7.200 13.879 0.00 -0.45 0.37 0.313
H 8.687 -2.303 14.657 -0.37 -0.03 -0.18 0.315
H 9.723 -3.601 15.118 0.33 0.08 0.64 0.294
H 9.201 -2.242 16.293 0.54 -0.47 0.08 0.248
H 4.918 -5.687 17.074 -0.54 0.36 0.02 0.256
H 4.405 -4.632 15.689 -0.13 -0.48 -0.16 0.293
H 5.394 -3.997 16.902 1.27 -0.14 -0.09 0.308
C 11.048 11.746 18.253 0.98 -1.70 1.04 -0.718
O 11.099 12.929 17.562 -0.83 2.80 -1.45 -0.180
P 9.774 13.712 17.119 -1.02 0.91 -0.42 0.982
O 8.716 13.810 18.173 1.73 -0.26 -1.80 -0.683
O 9.229 12.986 15.730 0.84 1.44 2.88 -0.306
C 9.966 13.145 14.539 -0.01 -0.27 -1.36 -0.574
O 10.438 15.163 16.584 -1.34 -2.63 -0.06 -0.324
C 11.158 15.876 17.548 0.35 0.41 2.18 -0.645
H 11.702 11.092 17.676 -0.65 -0.76 0.01 0.255
H 10.036 11.398 18.464 0.12 -0.23 -0.29 0.339
H 11.584 11.842 19.198 -0.23 0.29 0.26 0.253
H 10.486 12.231 14.253 0.15 -0.13 0.39 0.246
H 10.675 13.973 14.546 -0.20 0.00 0.12 0.305
H 9.209 13.284 13.767 0.17 0.34 -0.13 0.235
H 12.058 16.360 17.168 -0.19 -0.26 -0.37 0.274
H 11.414 15.247 18.400 0.64 -0.42 -0.24 0.267
H 10.570 16.604 18.108 -0.50 0.47 -0.76 0.273
O 10.651 4.548 13.009 -0.52 0.43 -0.09 -0.641
S 10.226 5.902 12.711 -0.17 -0.18 -0.47 1.063
O 11.114 6.978 13.060 -0.18 0.31 0.29 -0.632
C 9.818 6.023 10.945 -1.48 0.26 0.82 -0.644
C 8.274 5.786 10.940 -0.10 0.20 -0.59 -0.619
C 7.643 6.569 12.108 0.93 0.15 0.43 -0.607
C 8.485 6.177 13.325 0.54 -0.23 0.00 -0.685
H 10.473 5.355 10.385 -0.33 -0.03 0.04 0.386
H 9.899 7.059 10.617 0.67 -0.01 0.20 0.333
H 7.873 6.226 10.027 -0.02 -0.47 -0.24 0.331
H 8.008 4.731 11.009 0.06 -0.01 -0.11 0.328
H 6.582 6.399 12.291 0.07 -0.52 -0.18 0.338
H 7.686 7.641 11.918 0.37 0.10 -0.04 0.299
H 8.175 5.195 13.683 0.08 0.01 0.09 0.336
H 8.513 6.879 14.158 0.08 0.01 -0.15 0.413
O 15.670 4.706 21.400 -0.43 -0.37 -0.21 -0.622
S 14.861 3.549 21.068 -1.03 -0.06 0.40 1.036
O 13.447 3.727 20.631 2.74 -0.50 0.73 -0.632
C 15.765 2.484 19.849 0.20 0.15 0.74 -0.609
C 15.753 1.118 20.546 -1.99 -1.36 -2.51 -0.658
C 15.897 1.247 21.989 1.09 1.02 2.66 -0.435
C 14.961 2.283 22.498 -2.63 1.75 -1.73 -0.785
H 16.809 2.759 19.701 -0.14 0.71 0.31 0.314
H 15.228 2.673 18.920 -0.08 -0.70 0.04 0.396
H 14.778 0.669 20.355 -0.52 0.10 0.04 0.306
H 16.362 0.316 20.128 0.73 0.58 -0.16 0.358
H 16.887 1.639 22.222 0.45 -0.71 0.27 0.281
H 15.587 0.383 22.578 0.90 -0.53 -0.34 0.292
H 14.988 2.812 23.451 0.95 -0.07 -0.17 0.418
H 13.953 1.868 22.470 -0.23 -0.01 -0.07 0.342
C 7.567 6.976 3.123 1.49 0.18 0.99 -0.420
C 7.731 8.344 2.831 0.69 0.59 -1.35 -0.354
C 9.088 8.574 2.646 -0.16 0.89 0.79 -0.447
N 9.792 7.466 3.043 -1.06 0.15 -0.56 -0.003
C 8.865 6.508 3.305 -0.84 -1.68 0.23 -0.456
H 6.651 6.450 3.345 0.18 -0.05 -0.15 0.377
H 6.968 9.080 2.626 0.01 -0.10 -0.02 0.374
H 9.621 9.463 2.341 -0.17 0.03 0.13 0.363
H 10.794 7.405 3.148 -0.37 -0.14 -0.18 0.206
H 9.134 5.490 3.547 0.25 0.14 0.12 0.361
C 0.786 7.524 7.062 -1.14 2.68 2.19 -0.401
C 0.272 6.302 6.687 0.72 -0.67 -0.93 -0.265
C -1.059 6.318 6.889 -2.81 -0.18 1.20 -0.675
N -1.459 7.508 7.585 2.83 -1.91 -1.71 -0.024
C -0.280 8.202 7.683 0.19 0.83 -0.08 -0.316
H 1.779 7.942 6.979 -0.02 -0.30 0.08 0.377
H 0.928 5.522 6.331 -0.60 -0.24 -0.38 0.375
H -1.789 5.559 6.651 0.03 0.05 0.15 0.359
H -2.343 7.807 7.970 0.23 -0.40 -0.34 0.208
H -0.367 9.146 8.200 0.57 0.15 -0.18 0.362
C 2.689 14.423 10.849 0.37 -1.29 0.04 -0.471
C 2.055 15.302 9.976 -1.30 3.00 0.77 -0.357
C 1.455 16.304 10.782 0.06 -1.38 -0.76 -0.347
N 1.615 15.940 12.085 0.89 -1.15 -0.16 -0.021
C 2.382 14.760 12.138 -0.84 1.74 0.50 -0.479
H 3.307 13.597 10.528 -0.10 -0.10 0.23 0.383
H 1.952 15.375 8.903 0.49 -0.42 0.04 0.372
H 0.874 17.168 10.493 0.05 -0.09 0.07 0.361
H 1.246 16.393 12.910 0.10 0.03 -0.39 0.198
H 2.597 14.393 13.131 0.28 -0.34 -0.35 0.361
C 13.067 14.240 6.247 -1.23 -0.03 0.30 -0.351
C 12.141 13.176 6.367 -1.67 0.29 -0.43 -0.357
C 10.843 13.711 6.371 1.46 1.21 -0.24 -0.429
N 11.018 15.108 6.265 -2.06 -1.83 0.42 -0.001
C 12.302 15.420 6.248 3.04 -0.33 -0.90 -0.557
H 14.112 13.994 6.131 0.09 0.85 0.15 0.391
H 12.373 12.124 6.297 -0.02 0.05 0.29 0.376
H 9.835 13.326 6.419 0.28 -0.22 -0.02 0.359
H 10.243 15.737 6.112 0.33 -0.01 0.25 0.218
H 12.661 16.423 6.069 -0.21 0.01 0.18 0.350



No. 3
33
Properties=species:S:1:pos:R:3:forces:R:3:nbo_charge:R:1 method="wB97M-V/def2-TZVPD" total_charge=-1 total_energy_ev=-82691.75853 gap_ha=0.269 relative_energy_ev=0.000
Cu -1.149 0.287 1.669 -0.21 -0.52 -0.07 0.649
F -1.296 5.646 2.422 -0.67 0.68 0.70 -0.340
C -0.764 4.592 1.803 1.33 0.36 -1.94 0.388
C -1.168 3.321 2.087 -0.63 -1.04 1.65 -0.361
C -0.593 2.146 1.535 0.80 0.57 -1.65 -0.356
C 0.405 2.418 0.520 0.12 0.53 0.06 -0.208
C 0.793 3.744 0.274 0.29 0.14 -0.06 0.418
F 1.913 4.010 -0.515 -0.93 -0.42 0.27 -0.364
C 0.209 4.872 0.828 0.56 -0.60 0.34 -0.398
C 1.121 1.403 -0.364 -0.96 -0.67 1.16 0.229
C 2.013 0.469 0.214 0.80 1.93 -0.56 -0.212
C 2.769 -0.312 -0.655 -0.68 -0.89 0.98 -0.177
C 2.373 -0.365 -1.980 0.27 -0.18 -0.34 -0.291
C 1.415 0.512 -2.416 -0.89 -0.08 -0.75 0.037
N 0.782 1.389 -1.656 0.35 0.52 0.56 -0.417
H -1.917 3.253 2.916 0.57 -0.11 -0.86 0.207
H 0.682 5.836 0.577 -0.72 -0.43 0.44 0.227
H 2.256 0.668 1.268 -0.13 -0.68 -0.47 0.225
H 3.511 -1.007 -0.258 -0.06 0.24 -0.15 0.204
H 2.713 -1.083 -2.716 0.53 -0.02 0.23 0.204
H 1.075 0.465 -3.457 0.18 0.05 0.25 0.174
O -0.305 -1.223 0.057 -0.18 0.84 0.45 -0.636
N -0.927 -2.349 -0.037 1.16 -0.06 -1.33 0.033
C -0.480 -3.149 -1.044 -0.38 -0.74 -0.18 0.011
C -0.986 -4.421 -1.269 1.14 1.85 0.05 -0.294
C -1.989 -4.818 -0.426 -0.88 -2.26 0.37 -0.206
C -2.384 -4.040 0.633 -1.75 0.72 0.35 -0.254
C -1.902 -2.723 0.815 0.14 -0.68 0.84 0.021
S -2.286 -1.698 2.134 -0.23 0.26 0.00 -0.384
H 0.291 -2.668 -1.623 0.10 -0.06 -0.01 0.225
H -0.528 -5.041 -2.019 -0.18 -0.10 -0.24 0.215
H -2.394 -5.843 -0.606 0.06 0.97 0.49 0.203
H -3.252 -4.292 1.289 1.05 -0.11 -0.59 0.228